[1]
Computed, not measured: a structure of composition C26H31Br48F4NO6S at a distorted geometry, with the ωB97M-V functional and the def2-TZVPD basis.

Each line ends with the Mulliken charge.
Geometry (Å):
C 2.92094 3.49991 -0.08337  -0.4201
C 1.73059 2.58308 -0.48137  0.6091
F 0.76048 3.32109 -1.18379  -0.4393
C 1.16426 1.80556 0.74084  0.3953
C 0.64957 2.57372 1.98420  -0.9188
C -0.51252 3.57917 1.69616  -0.6594
C -1.77503 3.21056 2.51373  0.2225
N -3.06106 3.44696 1.90102  -0.3056
O -1.72153 2.77794 3.62062  -0.4505
O 2.37351 1.17142 1.26426  -0.2861
S 2.62939 -0.28887 0.57525  1.1918
O 2.79964 -1.31110 1.55792  -0.6846
O 3.84132 -0.07636 -0.16847  -0.3172
O 1.21874 -0.32339 -0.24533  -0.3455
C 0.27268 0.52948 0.46607  -0.2849
C -0.92594 0.80644 -0.46450  -0.9326
C -2.23227 0.01438 -0.15932  0.0216
O -2.74596 -0.53685 -1.36031  -0.6063
C -2.13842 -1.06179 0.94518  0.6292
F -2.04182 -0.54517 2.19134  -0.2240
F -1.22139 -2.00540 0.72850  -0.2984
F -3.33921 -1.72768 0.94744  -0.2127
H 3.81205 2.87461 0.12412  0.2904
H 3.21996 4.17703 -0.90400  0.4529
H 2.73015 4.07606 0.85364  -0.7036
H 2.15421 1.84386 -1.19380  0.3260
H 1.50022 3.10491 2.44966  -0.1515
H 0.34183 1.81726 2.73694  0.7598
H -0.17274 4.60359 1.95956  0.4450
H -0.78330 3.61057 0.62309  0.3911
H -2.91054 4.06888 1.10375  0.3346
H -3.37174 2.54959 1.52507  -0.0548
H 0.11153 0.16121 1.49494  0.9051
H -1.18519 1.87987 -0.49344  0.3166
H -0.61026 0.55589 -1.49926  0.5760
H -3.00714 0.74104 0.18095  0.1388
H -3.70130 -0.66892 -1.25302  0.3327
C 6.93177 4.12414 -1.26990  -0.3385
Br 8.33474 5.33408 -1.81816  -0.0252
Br 6.04303 4.73872 0.33217  0.0473
Br 5.68307 3.78213 -2.70208  -0.0144
H 7.40381 3.17893 -1.02889  0.3895
C -5.56814 -3.34199 2.60868  0.2025
Br -4.43852 -4.88216 2.89119  -0.0312
Br -6.29536 -3.30629 0.82031  0.0597
Br -6.95471 -3.21315 3.94791  -0.0579
H -4.94148 -2.46423 2.71449  -0.2174
C 3.46091 -4.11479 -1.64916  0.5896
Br 2.59787 -2.48639 -1.07416  0.1856
Br 2.88837 -4.65264 -3.41102  0.0295
Br 5.38151 -3.96914 -1.52911  -0.0076
H 3.15514 -4.89846 -0.96476  -0.6936
C 11.61542 7.36433 -2.32460  0.4539
Br 11.01333 8.44882 -3.80632  -0.0004
Br 13.12956 6.26898 -2.80922  -0.0068
Br 11.97516 8.43212 -0.75688  -0.0039
H 10.80510 6.69074 -2.07022  -0.4982
C -7.66594 -4.84715 -3.07672  -0.4112
Br -5.87147 -5.53540 -2.88861  -0.0010
Br -8.94544 -5.89407 -2.07952  -0.0092
Br -7.76328 -2.97301 -2.61690  0.0512
H -7.93145 -4.93198 -4.12310  0.3642
C -6.16978 1.89582 3.75526  -0.4324
Br -6.77878 2.94028 2.24727  -0.0186
Br -4.58655 0.86681 3.33985  0.0037
Br -5.92100 2.99421 5.32712  0.0275
H -6.95076 1.18112 3.98338  0.4317
C 4.54749 -8.44865 -5.37583  -0.3517
Br 6.10759 -8.84996 -4.31040  -0.0182
Br 2.94651 -8.37860 -4.29882  0.0482
Br 4.78279 -6.83628 -6.41399  -0.0413
H 4.42422 -9.26337 -6.07828  0.3581
C 3.83732 4.65108 4.40752  -0.3936
Br 5.10292 5.90340 5.15130  -0.0378
Br 2.95150 5.37169 2.84724  -0.0718
Br 4.64800 2.94101 4.02919  -0.0197
H 3.07402 4.48457 5.15796  0.4631
C -8.02112 1.28279 -2.84365  -0.2870
Br -6.24607 0.54394 -2.63412  -0.0478
Br -9.33482 0.26311 -1.86811  -0.0108
Br -8.06804 3.14809 -2.37048  0.0224
H -8.27139 1.21041 -3.89553  0.3393
C 1.17126 -8.11408 -0.40341  -0.2890
Br 2.39495 -6.84939 0.39709  -0.0555
Br 0.31999 -7.39283 -1.98100  -0.0544
Br 2.02367 -9.80644 -0.75996  0.0063
H 0.38832 -8.29976 0.32204  0.3401
C 8.33602 -1.48796 -2.43023  -0.3539
Br 6.83218 -0.51666 -1.71656  0.0558
Br 9.63741 -0.31517 -3.24569  -0.0439
Br 9.14231 -2.63814 -1.10383  0.0078
H 7.95225 -2.13037 -3.21450  0.3155
C -3.32876 5.15457 7.74703  -0.1262
Br -2.65431 6.96304 7.84675  -0.0262
Br -2.66079 4.22436 6.19414  0.1582
Br -2.98672 4.17158 9.37469  -0.0227
H -4.40523 5.22436 7.63949  0.0272
C -8.63851 6.24639 5.74871  -0.3342
Br -9.56671 7.84488 6.30698  -0.0382
Br -9.18463 5.67710 3.98736  0.0082
Br -6.72198 6.45346 5.86984  0.0004
H -8.91738 5.45908 6.43816  0.3601
C -10.94183 4.51329 -5.10521  -0.3453
Br -11.43751 5.56324 -3.56268  0.0039
Br -9.32130 5.16666 -5.92744  -0.0062
Br -10.81794 2.63415 -4.67785  0.0147
H -11.73546 4.62191 -5.83370  0.3327
C 10.49204 -3.75645 -5.04882  0.4151
Br 10.08084 -3.41987 -6.90544  -0.0035
Br 10.58583 -5.64637 -4.66582  -0.0025
Br 12.08982 -2.83125 -4.49028  -0.0119
H 9.67311 -3.35455 -4.46442  -0.3869
C -0.28522 -13.05840 0.36827  -0.3403
Br -0.87448 -11.97978 -1.12025  0.0005
Br 1.25950 -14.12315 -0.08952  -0.0043
Br 0.02288 -11.99072 1.94896  -0.0062
H -1.08861 -13.74574 0.60126  0.3426

As for the spin multiplicity: 1.


[2]
Computed, not measured: a structure of composition C26H31CdN2O8 at a distorted geometry, with the ωB97M-V functional and the def2-TZVPD basis.

Each line ends with the natural charge from an NBO analysis.
Geometry (Å):
O -0.37852 0.43293 -1.31551  -0.6216
C 0.61448 -0.11387 -2.23381  -0.0560
C 0.12138 0.79303 -3.35281  -0.4513
H 0.45868 -1.17937 -2.36901  0.1857
H 1.62228 0.05183 -1.86751  0.1949
C -1.02352 1.20433 -2.41421  0.2950
H -0.18602 0.29683 -4.26881  0.2154
H 0.79768 1.60923 -3.59231  0.2061
C -2.35112 0.58313 -2.77531  -0.6341
H -2.27672 -0.50177 -2.79411  0.2223
H -2.65622 0.92073 -3.76561  0.2042
H -3.13052 0.85993 -2.07131  0.2255
C -1.13082 2.66793 -2.08481  -0.6368
H -0.15262 3.11883 -1.94631  0.2200
H -1.70682 2.81993 -1.17521  0.2356
H -1.63472 3.19013 -2.89751  0.2078
Cd -0.29842 0.38373 0.91109  1.8113
C 0.57398 1.93133 2.45799  -0.4186
C 1.50238 0.87733 2.34209  -0.3585
C 2.05158 0.93673 1.04159  -0.3910
H 1.74898 0.15133 3.09729  0.2224
C 1.45118 2.00433 0.36239  -0.4030
C 0.51548 2.61303 1.22129  -0.4332
H -0.11302 3.45583 0.98779  0.2127
H 0.00488 2.17063 3.33799  0.2245
H 2.75588 0.23723 0.63119  0.2102
H 1.63498 2.27573 -0.66251  0.1969
C -1.76612 -0.07507 2.76389  -0.3924
C -2.22302 1.10023 2.12219  -0.3787
C -2.62672 0.76103 0.82049  -0.4616
H -2.25032 2.08793 2.54769  0.2150
C -2.42002 -0.63087 0.65759  -0.4397
C -1.90632 -1.14027 1.86409  -0.3267
H -1.58902 -2.15287 2.03019  0.2418
H -1.35862 -0.13877 3.75879  0.2055
H -3.04432 1.44013 0.09869  0.2023
H -2.57172 -1.19927 -0.24231  0.2114
O 0.41058 -1.28587 -6.50381  -0.5365
C -0.04222 -0.17607 -7.28771  -0.0695
C 0.11498 -0.58597 -8.74331  -0.4300
H 0.56968 0.70393 -7.05961  0.1655
H -1.07322 0.04933 -7.01311  0.1849
C 1.32428 -1.51037 -8.67401  -0.4305
H 0.25718 0.26493 -9.40681  0.2151
H -0.76352 -1.13597 -9.08211  0.2013
C 1.09438 -2.21897 -7.34841  -0.0663
H 2.24528 -0.92747 -8.64061  0.2019
H 1.39158 -2.20007 -9.51301  0.2148
H 2.01938 -2.52347 -6.85751  0.1867
H 0.47228 -3.11097 -7.48271  0.1645
O 1.24098 -3.29137 3.30159  -0.7110
C 0.84188 -2.04567 3.42219  0.7259
O 0.51608 -1.43147 2.24639  -0.8232
C 0.81338 -1.48887 4.87629  -0.1436
C 0.54388 -0.15357 5.25669  -0.0541
C 0.53588 0.30823 6.58039  -0.0396
C 0.81828 -0.59727 7.59969  -0.1313
C 1.10358 -1.93897 7.30629  -0.0313
C 1.09918 -2.37177 5.95239  -0.0797
N 1.39548 -2.84607 8.37349  0.5341
O 1.39758 -2.46927 9.50689  -0.3938
O 1.64268 -3.99117 8.14389  -0.3767
N 0.24618 1.68313 6.87869  0.5355
O 0.00438 2.46123 6.00479  -0.3675
O 0.24448 2.07003 8.00959  -0.3921
H 0.33698 0.57743 4.55389  0.2416
H 0.81748 -0.25227 8.62769  0.2642
H 1.32248 -3.40837 5.74659  0.2773

The total charge is -1. As for the spin multiplicity: 1.


[3]
Computed, not measured: a structure of composition C26H31IrN3O2P, with the ωB97M-V functional and the def2-TZVPD basis.

Each line ends with the natural charge from an NBO analysis.
Geometry (Å):
Ir -0.06772 1.51682 0.68649  0.8606
O -1.21509 4.72012 -1.43207  -0.4244
C -1.17034 3.70314 -0.81780  0.6396
N 0.02850 3.01249 -0.48111  -0.6059
C 1.30087 3.54480 -0.83440  0.6399
O 1.47064 4.55383 -1.43902  -0.4283
C 2.40294 2.68483 -0.30062  0.0795
C 3.69975 3.00113 -0.63442  -0.1690
C 4.72859 2.19145 -0.17336  -0.1005
C 4.38409 1.09944 0.59937  -0.2067
C 3.05398 0.84795 0.89134  0.0661
N 2.04770 1.62326 0.46722  -0.4596
C -2.36128 3.03084 -0.22520  0.0859
C -3.61772 3.45917 -0.59131  -0.1693
C -4.72450 2.86000 -0.00751  -0.0955
C -4.50242 1.88240 0.94384  -0.2185
C -3.20844 1.50320 1.25120  0.0765
N -2.12770 2.04223 0.66902  -0.4740
H 3.86740 3.87714 -1.24617  0.2791
H 5.76032 2.40706 -0.41417  0.2599
H 5.13266 0.42315 0.98676  0.2568
H 2.80695 -0.00221 1.49848  0.2347
H -3.69587 4.26123 -1.31251  0.2781
H -5.72757 3.15995 -0.27770  0.2598
H -5.32167 1.40238 1.46033  0.2591
H -3.04408 0.76264 2.01490  0.2260
C -1.71810 -3.10110 0.06217  -0.6257
C -1.69966 -1.57761 0.25598  -0.3392
C -2.74893 -0.95195 -0.67331  -0.6226
C -1.96518 -1.34837 1.75584  -0.6175
P -0.03834 -0.75832 -0.04416  1.3675
C 0.99355 -1.66296 1.13065  -0.4866
C 1.53342 -2.90579 0.80653  -0.1265
C 2.20003 -3.64809 1.77297  -0.2032
C 2.32559 -3.15965 3.06481  -0.1537
C 1.78160 -1.92385 3.40097  -0.1901
C 1.11568 -1.18694 2.43888  -0.2172
C 0.53666 -0.84363 -1.83205  -0.3380
C -0.03378 0.35803 -2.59610  -0.6185
C 0.05454 -2.12760 -2.52008  -0.6175
C 2.06844 -0.78960 -1.89995  -0.6121
H -2.73171 -3.43693 0.29133  0.2463
H -1.04374 -3.61438 0.74574  0.2278
H -1.49994 -3.41137 -0.95437  0.2294
H -3.74827 -1.18409 -0.30033  0.2384
H -2.67708 -1.37917 -1.67182  0.2292
H -2.66606 0.12848 -0.77294  0.2062
H -3.01400 -1.55417 1.97847  0.2469
H -1.73577 -0.34122 2.11302  0.1776
H -1.36377 -2.02527 2.35678  0.2422
H 1.44683 -3.30474 -0.19477  0.2173
H 2.61427 -4.61276 1.51359  0.2478
H 2.83848 -3.74494 3.81578  0.2492
H 1.87602 -1.54001 4.40755  0.2461
H 0.68005 -0.22923 2.73042  0.1999
H -1.11785 0.30537 -2.70264  0.2249
H 0.39687 0.35028 -3.59850  0.2496
H 0.22708 1.30778 -2.13500  0.2084
H -1.02734 -2.19029 -2.58837  0.2201
H 0.43293 -3.03384 -2.05097  0.2179
H 0.44125 -2.10875 -3.54036  0.2489
H 2.45947 0.17371 -1.57619  0.2066
H 2.35541 -0.91598 -2.94476  0.2467
H 2.55136 -1.57951 -1.32640  0.2239

The total charge is +2. As for the spin multiplicity: 1.


no.,DFT total energy (eV)
1,-3424977.558
2,-51379.831
3,-48144.466